Record 1
{
  "formula": "C5H10O2",
  "method": "ωB97M-V/def2-TZVPD",
  "smiles": "C/C=C/C=C/O.O",
  "multiplicity": 1,
  "species": ["C", "C", "C", "C", "C", "O", "H", "H", "H", "H", "H", "H", "H", "H", "H", "H", "O"],
  "xyz": [[-0.870, -1.370, 2.490], [-1.254, -0.605, 1.276], [-0.534, 0.375, 0.730], [-0.750, 0.839, -0.626], [0.231, 1.334, -1.373], [0.110, 1.393, -2.774], [-0.222, -0.783, 3.139], [-1.664, -1.792, 3.091], [-0.192, -2.173, 2.196], [-2.127, -1.011, 0.765], [0.095, 0.818, 1.493], [-1.589, 0.447, -1.165], [1.245, 1.517, -1.062], [-0.513, 2.102, -2.988], [2.164, -0.502, -2.313], [3.177, 0.110, -1.345], [2.693, -0.699, -1.532]]
}

Record 2
{
  "formula": "C13H25Cl3LaNO4P2",
  "method": "ωB97M-V/def2-TZVPD",
  "multiplicity": 1,
  "species": ["C", "C", "N", "C", "C", "C", "C", "P", "La", "P", "C", "O", "O", "H", "H", "H", "C", "C", "H", "H", "H", "H", "C", "C", "H", "H", "H", "H", "H", "H", "H", "H", "H", "H", "H", "H", "H", "H", "H", "H", "H", "H", "Cl", "C", "Cl", "Cl", "C", "O", "O"],
  "xyz": [[-0.774, 0.926, -3.711], [-0.830, 0.451, -2.397], [-0.040, 0.952, -1.416], [0.800, 1.961, -1.734], [0.846, 2.518, -3.016], [0.059, 1.985, -4.031], [-1.776, -0.694, -2.155], [-2.278, -0.868, -0.384], [0.049, -0.320, 1.229], [2.248, 1.424, 0.625], [1.763, 2.570, -0.738], [-0.603, -3.252, -2.612], [0.341, -3.616, 0.002], [-1.408, 0.432, -4.453], [1.532, 3.344, -3.179], [0.095, 2.397, -5.045], [-3.765, 0.172, -0.288], [-2.939, -2.553, -0.177], [2.692, 2.891, -1.237], [1.330, 3.468, -0.264], [-1.299, -1.671, -2.457], [-2.684, -0.586, -2.766], [2.626, 2.518, 2.031], [3.878, 0.822, 0.082], [0.869, -2.711, -0.033], [0.457, -3.888, 0.944], [-0.206, -3.431, -1.733], [0.115, -3.297, -3.258], [-0.727, 1.480, 1.465], [1.282, -1.461, -0.002], [-4.616, -0.225, -0.866], [-4.050, 0.258, 0.772], [-3.531, 1.189, -0.633], [-3.792, -2.778, -0.839], [-2.149, -3.306, -0.323], [-3.269, -2.654, 0.872], [4.642, 1.615, 0.013], [4.212, 0.053, 0.798], [3.779, 0.311, -0.888], [3.490, 3.167, 1.807], [1.743, 3.128, 2.271], [2.830, 1.913, 2.927], [-0.734, -0.616, 6.950], [-0.250, -0.178, 5.329], [-1.542, 0.719, 4.477], [1.251, 0.777, 5.335], [0.041, -1.513, 4.476], [0.040, -2.596, 5.035], [0.251, -1.231, 3.198]]
}

Record 3
{
  "formula": "C8H6NO",
  "method": "ωB97M-V/def2-TZVPD",
  "smiles": "C#Cc1ccc(CO)c#[n+]1",
  "charge": 1,
  "multiplicity": 1,
  "species": ["C", "C", "C", "C", "C", "C", "C", "C", "N", "O", "H", "H", "H", "H", "H", "H"],
  "xyz": [[-0.074, -1.368, 0.809], [3.997, 0.110, 2.876], [3.004, -0.021, 2.176], [0.002, 0.603, -0.135], [1.221, 0.874, 0.480], [-0.815, -0.634, -0.003], [1.802, -0.116, 1.314], [-2.029, -0.696, -0.775], [0.976, -1.227, 1.417], [-2.406, -1.977, -1.229], [4.809, 0.218, 3.531], [-0.350, 1.301, -0.885], [1.598, 1.838, 0.486], [-1.809, -0.116, -1.793], [-2.835, -0.232, -0.193], [-2.876, -2.370, -0.540]]
}

Record 4
{
  "formula": "C2H3NOS",
  "method": "ωB97M-V/def2-TZVPD",
  "smiles": "N#CS.C=O",
  "multiplicity": 1,
  "species": ["C", "C", "N", "O", "S", "H", "H", "H"],
  "xyz": [[2.379, 0.769, 0.120], [-1.065, 0.213, -0.097], [1.705, 1.681, 0.135], [-0.248, -0.609, -0.001], [3.320, -0.572, -0.203], [4.184, -0.451, 0.916], [-2.084, -0.065, -0.556], [-0.803, 1.303, 0.105]]
}

| no. | E_LUMO (eV) | E_HOMO (eV) |
| --- | --- | --- |
| 1 | 0.84 | -8.32 |
| 2 | 0.36 | -7.52 |
| 3 | -6.60 | -14.25 |
| 4 | 0.39 | -9.89 |